DFT (wB97M-V/def2-TZVPD) results for a cluster of 2 separate species, C4H13N2O in total in a non-equilibrium geometry.

Bonds (Å) are listed after each position.
Geometry (Å):
1 C -0.716 0.384 2.336  C2 1.523, H7 1.089, H8 1.095, H9 1.089
2 C -0.403 1.112 1.036  C1 1.523, C3 1.495, H10 1.097, H11 1.089
3 C 0.533 0.316 0.184  C2 1.495, C4 1.329, N6 1.477
4 C 1.639 0.766 -0.400  C3 1.329, N5 1.416, H12 1.083
5 N 2.348 -0.077 -1.289  C4 1.416, H13 1.007, H14 1.010
6 N 0.073 -0.975 -0.366  C3 1.477, H15 1.022, H16 1.031, H17 1.041
7 H 0.200 0.180 2.887  C1 1.089
8 H -1.210 -0.583 2.196  C1 1.095
9 H -1.418 0.959 2.938  C1 1.089
10 H -1.308 1.323 0.452  C2 1.097
11 H 0.045 2.089 1.206  C2 1.089
12 H 2.078 1.737 -0.205  C4 1.083
13 H 2.455 0.320 -2.209  N5 1.007
14 H 3.280 -0.300 -0.972  N5 1.010
15 H 0.098 -1.730 0.323  N6 1.022
16 H -0.877 -0.930 -0.765  N6 1.031
17 H 0.790 -1.130 -1.104  N6 1.041
18 H -2.893 -1.152 -1.358  O20 0.968
19 H -2.518 -1.004 -2.873  O20 0.964
20 O -2.198 -1.304 -2.015  H18 0.968, H19 0.964

Results
ΔE to the lowest compared entry with this formula, charge and spin = 142.6 kJ/mol
Highest occupied orbital energy = -14.25 eV
Charge = +1